[1]
A molecular structure, C20H36CaF12O18P2 at a distorted geometry. Source: the Open Molecules 2025 dataset; level of theory: ωB97M-V/def2-TZVPD.

Results
E_HOMO = -10.094 eV
E_LUMO = -0.02625 hartree
Max |F| = 0.0611 hartree/bohr
Total charge = 0

The geometry in XYZ format:
```
89
Properties=species:S:1:pos:R:3:mulliken_charge:R:1
Ca 0.15752 0.10001 -2.95343 2.063
P -0.12525 -0.39144 0.44531 1.974
F 1.07661 0.69577 0.51510 -0.355
F -0.75470 0.19790 1.80475 -0.374
F -0.90210 0.65405 -0.45947 -0.381
F -1.41713 -1.37798 0.30428 -0.394
F 0.57283 -1.06581 -0.87966 -0.602
F 0.69422 -1.48401 1.33468 -0.460
P -1.49908 -2.59243 -3.54630 1.645
F -0.57918 -1.59711 -4.49370 -0.510
F -1.64207 -1.30603 -2.52385 -0.665
F -2.82314 -2.19446 -4.39207 -0.422
F -2.37121 -3.46277 -2.54838 -0.395
F -1.27870 -3.84293 -4.56712 -0.354
F -0.10525 -2.95223 -2.83925 -0.346
C 3.32608 0.41255 3.30834 -1.487
C 3.60177 -0.50041 2.14508 1.357
C 4.26567 0.12229 0.92157 0.186
O 4.92544 -0.97775 0.31741 -0.376
C 5.26835 -1.82149 1.29147 0.551
O 6.02568 -2.73406 1.18833 -0.571
O 4.55311 -1.55784 2.41937 -0.450
H 3.13553 -0.33425 4.08812 0.332
H 2.39681 0.96263 3.18473 0.308
H 4.16720 1.04725 3.57447 0.388
H 2.68885 -0.99640 1.80689 -0.270
H 4.93891 0.96071 1.11743 0.400
H 3.47279 0.51140 0.28129 -0.384
C -3.78455 1.92825 0.62200 -0.789
C -4.54079 1.48841 1.87904 0.369
C -3.98228 0.19246 2.46502 0.112
O -3.72201 0.51942 3.82828 -0.209
C -3.78603 1.82872 4.04820 0.640
O -3.63208 2.41724 5.06500 -0.537
O -4.22074 2.44570 2.91184 -0.452
H -2.94644 2.52540 0.98128 0.390
H -4.43438 2.48576 -0.05286 0.398
H -3.34331 1.12220 0.03557 -0.228
H -5.60954 1.53408 1.67599 0.280
H -3.02526 -0.04919 2.00403 -0.286
H -4.68389 -0.63570 2.53825 0.335
C 4.39524 -2.89818 -5.28316 -0.740
O 3.36944 -2.07951 -4.77353 -0.320
C 3.04808 -1.99972 -3.50301 0.478
O 2.15224 -1.30810 -3.05026 -0.087
O 3.54607 -2.99044 -2.80887 -0.448
C 3.25309 -3.26076 -1.43279 -0.134
H 5.27637 -2.87988 -4.62919 0.301
H 4.79687 -2.55369 -6.23082 0.286
H 4.07396 -3.93917 -5.27841 0.295
H 2.23056 -3.61560 -1.29730 0.208
H 3.35097 -2.37507 -0.81099 -0.239
H 3.92914 -4.07039 -1.18462 0.331
C -0.29792 -1.10822 4.87051 0.012
O -0.30589 -1.04910 6.31592 -0.352
C -1.44281 -1.03814 6.98514 0.686
O -1.50916 -1.15623 8.18523 -0.611
O -2.50372 -0.98506 6.17534 -0.198
C -3.77862 -1.19821 6.75727 -0.847
H 0.68399 -0.98163 4.43053 -0.056
H -0.94752 -0.31218 4.51152 0.073
H -0.73733 -2.06931 4.61289 0.318
H -4.16757 -0.27656 7.19053 0.294
H -3.82864 -1.84562 7.63763 0.421
H -4.40250 -1.67771 6.01062 0.260
C -4.19596 0.38170 -2.81206 -0.581
O -3.89625 1.75205 -3.02112 -0.318
C -2.61791 2.09894 -3.09073 0.195
O -1.73795 1.28189 -2.98674 -0.365
O -2.44574 3.39475 -3.02008 -0.194
C -3.40454 4.27472 -3.61031 -0.774
H -5.26194 0.33258 -2.60033 0.333
H -3.72291 -0.07100 -1.93678 0.135
H -3.91718 -0.27224 -3.63850 0.277
H -4.43714 4.11214 -3.29582 0.299
H -3.45929 4.16228 -4.69261 0.322
H -3.14060 5.28082 -3.30644 0.271
C 1.01751 4.03012 -1.91648 -0.381
O 2.36580 3.64505 -1.76566 -0.381
C 2.65355 2.37308 -1.98864 0.520
O 1.82374 1.48739 -2.10351 -0.166
O 3.93710 2.19132 -1.91996 -0.378
C 4.45878 0.88831 -2.17049 -0.359
H 0.80602 4.88382 -1.27049 0.362
H 0.28578 3.33812 -1.48432 -0.021
H 0.77175 4.22677 -2.95860 0.295
H 5.40675 0.80980 -1.64753 0.332
H 4.65428 0.68454 -3.22249 0.392
H 3.81374 0.10362 -1.78753 -0.173
```

[2]
A molecular structure, C20H36Cl2GaN2O3P at a distorted geometry. Source: the Open Molecules 2025 dataset; level of theory: ωB97M-V/def2-TZVPD.

Results
E_HOMO (alpha / beta) = -4.758 / -4.612 eV
E_LUMO (alpha / beta) = -0.01164 / -0.01201 hartree
Max |F| = 0.0760 hartree/bohr
Total charge = 0
Energy above the lowest of the compared OMol25 structures with the same formula, charge and spin = 141.9 kcal/mol

The geometry in XYZ format:
```
65
Properties=species:S:1:pos:R:3:mulliken_charge:R:1
O 0.21456 0.29910 -1.98722 -0.077
C 1.05535 -0.44598 -2.58472 0.147
C 1.38651 0.00703 -3.88766 0.772
C 0.33838 0.61865 -4.60215 -0.443
H -0.66727 0.49441 -4.23948 0.548
C 0.60780 1.46565 -5.65915 -0.591
H -0.21433 2.02542 -6.13230 0.321
C 1.92880 1.65995 -6.09933 -0.436
H 2.13272 2.31812 -6.97431 0.315
C 2.98609 1.05313 -5.38396 -0.524
H 4.02350 1.29453 -5.69514 0.323
C 2.72327 0.23354 -4.28978 -0.596
H 3.53539 -0.16470 -3.69509 0.400
H 1.94621 -1.06884 -1.81077 -0.118
C 0.71895 -2.93016 -2.48433 -1.263
C 1.45183 -2.10636 -1.50019 0.577
H 0.35893 -3.84923 -2.00279 0.407
H 1.24852 -3.19179 -3.38542 0.342
H -0.17693 -2.39782 -2.84233 0.232
C 1.35190 -2.24710 -0.16535 1.133
C 1.27921 -3.44001 0.68818 -1.677
H 1.17834 -1.38050 0.44251 -0.394
H 1.83815 -4.26974 0.27558 0.487
H 0.25022 -3.76050 0.85187 0.086
H 1.68632 -3.25875 1.68292 0.326
Ga -0.28905 0.96338 -0.37602 0.032
Cl -2.01022 -0.49645 -0.55529 -0.425
Cl 1.80264 0.98462 0.35476 -0.395
H -1.52337 4.36764 -2.12713 0.466
H -3.83274 4.12836 -1.75180 0.314
C -1.30312 3.37215 -1.72709 -1.156
C -3.75300 3.27122 -1.08451 -0.904
N -2.35095 3.05947 -0.73666 0.300
H -0.29690 3.37366 -1.26021 0.312
C -2.11367 2.53830 0.45160 0.017
O -0.92052 2.25732 0.85674 -0.422
H -4.29465 3.45939 -0.14506 0.348
H -2.95597 2.32513 1.11412 0.366
H -1.33890 2.64383 -2.55629 0.506
H -4.16657 2.36662 -1.55656 0.318
H 2.24029 0.45732 6.08245 0.304
H 3.09866 2.85447 4.65014 0.323
C 2.47629 0.06055 5.08442 -0.941
C 3.17062 2.08961 3.86239 -0.948
N 2.18547 1.03495 4.04925 0.262
H 1.90533 -0.85522 4.91908 0.250
C 0.97578 1.05488 3.44856 -0.192
O 0.14682 0.13502 3.50933 -0.605
H 3.03971 2.56666 2.88584 0.305
H 0.76388 1.96486 2.85631 0.449
H 3.54882 -0.14952 5.05571 0.329
H 4.16859 1.64153 3.92283 0.324
C -1.46411 -2.65539 3.68576 -1.406
P -1.63457 -1.94108 2.01212 0.965
C -2.78952 -3.19033 1.29761 -1.358
C -2.90968 -0.67073 2.38923 -1.287
H -0.83935 -3.55300 3.62338 0.335
H -2.46119 -2.90898 4.06062 0.434
H -0.97257 -1.91941 4.32974 0.311
H -3.44251 -3.56575 2.09427 0.379
H -3.38250 -2.74119 0.49306 0.352
H -2.19946 -4.01762 0.88373 0.344
H -3.59252 -1.07083 3.14531 0.494
H -2.40485 0.22657 2.76150 0.153
H -3.46284 -0.42005 1.47715 0.452
```

[3]
A molecular structure, C20H36IrN6O2S2Se2. Source: the Open Molecules 2025 dataset; level of theory: ωB97M-V/def2-TZVPD.

Results
E_HOMO = -16.210 eV
E_LUMO = -0.38096 hartree
Max |F| = 0.0116 hartree/bohr
Total charge = +3
Energy above the lowest of the compared OMol25 structures with the same formula, charge and spin = 23.9 kcal/mol

The geometry in XYZ format:
```
69
Properties=species:S:1:pos:R:3:mulliken_charge:R:1
Ir -1.08648 1.26585 0.12278 1.240
C -3.69044 3.56721 0.73377 -1.044
Se -3.04204 2.42906 -0.70202 0.186
C -4.43867 1.05840 -0.67495 -0.867
C -4.21499 0.04567 0.42343 -0.625
Se -2.42721 -0.73263 0.21678 0.172
C -2.32810 -1.61518 1.93911 -0.572
H -4.57034 4.07187 0.34127 0.418
H -2.90780 4.29001 0.94938 0.333
H -3.94009 2.98580 1.61705 0.416
H -4.41564 0.60151 -1.66445 0.438
H -5.38955 1.57967 -0.56703 0.499
H -4.92384 -0.77874 0.33867 0.518
H -4.29126 0.47218 1.42355 0.355
H -3.05780 -2.42166 1.91799 0.504
H -2.54881 -0.90992 2.73471 0.446
H -1.32328 -2.01806 2.02067 -0.229
C 3.46715 -0.10652 2.29922 -1.260
C 2.22600 0.50173 2.82796 0.901
N 2.01618 0.92078 4.03339 -0.698
N 0.74875 1.42965 4.03218 0.229
C 0.17027 1.33424 2.84790 0.143
S -1.39976 1.78513 2.30145 -0.387
N 1.08491 0.74149 2.06613 0.692
N 0.82858 0.42852 0.71989 -0.534
H 4.11988 -0.34706 3.13502 0.383
H 3.99362 0.59226 1.64600 0.348
H 3.24959 -1.01649 1.73968 0.241
H 0.37366 1.82587 4.88408 0.176
H 1.60013 0.79207 0.16220 0.412
H 0.73992 -0.63968 0.60188 0.209
C 1.57893 5.04366 -0.35360 -1.118
S 1.29825 3.36156 -0.85989 0.292
O -0.10846 3.08990 -0.23407 -0.537
C 1.06781 3.51666 -2.59347 0.864
C 0.02485 4.28070 -3.11486 -0.248
C -0.07997 4.40214 -4.48763 -0.842
C 0.85188 3.78011 -5.31701 -0.460
C 1.88574 3.02424 -4.78472 -0.699
C 1.99754 2.88026 -3.40856 -0.396
H 0.74010 5.65580 -0.67989 0.374
H 2.50217 5.37070 -0.83261 0.448
H 1.68739 5.05913 0.72874 0.430
H -0.68522 4.77354 -2.46200 0.325
H -0.87581 4.99435 -4.91822 0.430
H 0.76982 3.89379 -6.38965 0.442
H 2.60694 2.55129 -5.43665 0.426
H 2.80729 2.30102 -2.98117 0.401
C 1.01005 -3.23037 2.60926 -0.711
N 0.92135 -3.91088 1.33059 0.255
C 1.24944 -5.34353 1.36984 -0.593
C 1.67759 -5.82822 0.00411 -0.725
C 0.64162 -5.40242 -1.01148 -0.579
N 0.43404 -3.95151 -0.93892 0.155
C 0.04461 -3.30412 -2.18116 -0.994
C 0.56210 -3.26293 0.20486 0.366
O 0.31493 -2.01016 0.22544 -0.950
H 2.05246 -3.10173 2.91129 0.331
H 0.51246 -3.82925 3.37251 0.350
H 0.52652 -2.25847 2.55917 -0.028
H 0.38051 -5.90011 1.73135 0.323
H 2.05052 -5.47627 2.09699 0.384
H 1.77703 -6.91219 0.00985 0.367
H 2.64967 -5.40628 -0.25866 0.305
H -0.30862 -5.91828 -0.84703 0.286
H 0.96996 -5.63383 -2.02353 0.380
H 0.81194 -3.46736 -2.93873 0.393
H -0.07623 -2.23863 -2.02206 0.178
H -0.89375 -3.72535 -2.54614 0.332
```